{
  "formula": "C4H8O3",
  "method": "the ωB97M-V functional and the def2-TZVPD basis",
  "e_homo_ev": [-9.5, -9.4],
  "total_charge": 0,
  "homo_lumo_gap_ev": [8.350, 9.019],
  "e_above_lowest_ev": 5.801,
  "species": ["C", "O", "C", "C", "O", "O", "C", "H", "H", "H", "H", "H", "H", "H", "H"],
  "coordinates": [[-2.33541, 0.74647, -0.87774], [-1.40860, 0.06461, -0.09562], [-0.06118, -1.20371, 1.70621], [0.62739, -0.82175, 0.57477], [0.13560, -1.04226, -0.57024], [1.73263, -0.06119, 0.75099], [2.32445, 0.45158, -0.43040], [-2.96032, 0.09083, -1.50184], [-1.88703, 1.53033, -1.50651], [-3.02414, 1.26548, -0.18332], [0.25795, -0.86927, 2.68681], [-0.86376, -1.91976, 1.61205], [2.66065, -0.35705, -1.08714], [1.62106, 1.08457, -0.97719], [3.18072, 1.04112, -0.10085]],
  "atomic_forces_ev_per_a": [[0.044, 0.002, -0.331], [-2.210, 1.535, 0.508], [-0.137, -0.700, 1.622], [-0.134, 0.222, -3.120], [2.387, -0.608, 1.186], [-0.381, -0.334, 0.329], [0.215, 0.129, -0.353], [0.161, -0.025, 0.113], [0.043, -0.134, 0.093], [0.250, -0.191, 0.012], [-0.082, -0.028, -0.110], [0.005, 0.210, -0.065], [-0.092, 0.098, 0.092], [0.051, -0.096, 0.059], [-0.120, -0.080, -0.037]],
  "mulliken_charge": [-0.6431, -0.2622, -0.7556, 1.0143, -0.5195, -0.3628, -0.5660, 0.2556, 0.2487, 0.2361, 0.2993, 0.3024, 0.2664, 0.2557, 0.2306]
}